Entry 1:
ORCA calculation (ωB97M-V/def2-TZVPD) on C43H47N3OsP2S2 as an isolated structure.

## Properties
* DFT total energy: -3400.6785 Ha
* spin multiplicity: 5
* frontier orbital gap (alpha / beta): 6.18 / 6.55 eV

```
98
C43H47N3OsP2S2 | the Open Molecules 2025 dataset | ωB97M-V/def2-TZVPD
Os 1.65 0.15 -0.30
S 1.77 -1.53 2.06
P -0.16 -1.12 1.79
C -0.26 0.02 0.52
P -1.35 0.92 -0.45
S -0.33 1.59 -2.02
C -2.14 2.33 0.41
C -2.53 3.46 -0.30
C -3.12 4.53 0.35
C -3.33 4.48 1.72
C -2.94 3.36 2.45
C -2.35 2.29 1.79
C -2.80 -0.06 -0.96
C -3.69 -0.52 0.01
C -4.78 -1.30 -0.34
C -4.99 -1.63 -1.67
C -4.11 -1.17 -2.64
C -3.03 -0.38 -2.29
C -0.91 -0.57 3.36
C -0.16 0.16 4.27
C -0.75 0.68 5.41
C -2.09 0.46 5.67
C -2.85 -0.29 4.78
C -2.26 -0.80 3.63
C -1.05 -2.67 1.43
C -1.27 -3.62 2.43
C -1.84 -4.85 2.11
C -2.19 -5.14 0.80
C -1.96 -4.20 -0.20
C -1.39 -2.98 0.12
H -2.35 3.50 -1.37
H -3.42 5.40 -0.21
H -3.78 5.33 2.23
H -3.08 3.33 3.52
H -2.02 1.44 2.37
H -3.53 -0.26 1.05
H -5.45 -1.65 0.43
H -5.84 -2.24 -1.95
H -4.29 -1.42 -3.68
H -2.34 -0.01 -3.04
H 0.90 0.30 4.07
H -0.15 1.25 6.11
H -2.55 0.86 6.56
H -3.90 -0.48 4.98
H -2.86 -1.40 2.95
H -0.99 -3.41 3.45
H -2.01 -5.58 2.89
H -2.63 -6.09 0.55
H -2.23 -4.42 -1.23
H -1.22 -2.24 -0.65
C 3.14 2.26 -3.40
C 3.48 0.80 -3.06
C 2.55 -0.10 -3.89
C 4.93 0.53 -3.50
C 3.34 0.55 -1.57
H 3.24 2.44 -4.47
H 3.82 2.95 -2.88
H 2.12 2.50 -3.10
H 2.66 0.13 -4.95
H 1.51 0.06 -3.61
H 2.80 -1.15 -3.74
H 5.07 0.73 -4.56
H 5.20 -0.51 -3.31
H 5.62 1.16 -2.94
H 4.30 0.39 -1.08
N 1.30 -1.52 -1.34
C 1.01 -2.44 -1.95
C 0.63 -3.60 -2.72
C 1.47 -4.71 -2.76
C 1.09 -5.81 -3.50
C -0.12 -5.80 -4.19
C -0.95 -4.69 -4.15
C -0.57 -3.58 -3.42
H 2.40 -4.70 -2.20
H 1.73 -6.68 -3.53
H -0.41 -6.67 -4.77
H -1.88 -4.69 -4.69
H -1.21 -2.70 -3.37
C 3.36 1.66 1.76
C 3.69 2.88 2.64
N 3.01 4.08 2.16
C 1.57 3.88 2.29
C 1.13 2.57 1.59
N 2.26 1.99 0.81
C 2.75 3.08 -0.09
C 3.31 4.25 0.74
H 3.04 0.80 2.34
H 4.21 1.36 1.15
H 4.76 3.07 2.66
H 3.37 2.71 3.68
H 1.06 4.74 1.84
H 1.30 3.85 3.35
H 0.32 2.75 0.89
H 0.81 1.82 2.30
H 1.90 3.37 -0.71
H 3.50 2.65 -0.75
H 2.89 5.20 0.40
H 4.40 4.31 0.63
```



Entry 2:
ORCA calculation (ωB97M-V/def2-TZVPD) on C43H47N5OS3SnTe as an isolated structure in a non-equilibrium geometry.

## Properties
* DFT total energy: -3691.6922 Ha
* spin multiplicity: 2
* charge: +3
* frontier orbital gap (alpha / beta): 5.89 / 6.45 eV

```
101
C43H47N5OS3SnTe | the Open Molecules 2025 dataset | ωB97M-V/def2-TZVPD
Sn 0.28 2.27 -1.50
S -0.55 0.41 -2.83
C 0.90 -0.60 -2.55
N 0.78 -2.00 -2.69
C 2.00 -2.83 -2.74
C 3.06 -1.97 -3.42
N 3.31 -0.74 -2.50
C 4.61 -0.58 -1.84
C 5.71 -0.94 -2.75
C 6.12 -0.10 -3.82
C 7.23 -0.44 -4.61
C 7.99 -1.55 -4.26
C 7.53 -2.45 -3.31
C 6.46 -2.08 -2.53
C 2.16 -0.15 -2.20
S 2.35 1.22 -0.99
C -0.37 -2.71 -2.13
C 0.06 -3.48 -0.90
C -0.18 -4.83 -0.82
C 0.03 -5.53 0.32
C 0.51 -4.84 1.42
C 0.72 -3.47 1.44
C 0.42 -2.75 0.32
H 1.64 -3.78 -3.18
H 2.27 -3.01 -1.70
H 2.73 -1.64 -4.39
H 4.03 -2.43 -3.52
H 4.57 -1.25 -0.93
H 4.70 0.47 -1.51
H 5.62 0.82 -3.97
H 7.57 0.15 -5.46
H 8.76 -2.00 -4.87
H 8.07 -3.34 -3.10
H 6.05 -2.84 -1.84
H -0.65 -3.44 -2.90
H -1.12 -2.03 -1.94
H -0.67 -5.32 -1.68
H -0.30 -6.62 0.38
H 0.75 -5.24 2.37
H 1.12 -2.97 2.33
H 0.52 -1.66 0.31
C 0.72 4.09 -6.53
N 0.09 3.77 -5.26
C 0.45 4.27 -4.10
N 1.49 5.00 -3.87
S -0.71 4.05 -2.77
H 0.85 3.21 -7.26
H 1.72 4.52 -6.42
H 0.05 4.81 -7.09
H -0.80 3.22 -5.28
H 2.13 5.25 -4.65
H 1.73 5.35 -2.95
C -5.13 -3.84 5.73
C -4.55 -2.87 4.78
C -4.19 -1.61 5.26
C -3.58 -0.70 4.38
C -3.19 0.61 4.93
C -3.36 -0.99 3.07
Te -2.63 0.24 1.59
N -0.88 1.94 0.14
C -0.26 1.71 1.25
O -0.87 0.94 2.18
C 0.98 2.30 1.82
C 1.21 3.59 1.36
C 2.36 4.27 1.80
C 3.31 3.58 2.52
C 2.98 2.25 3.00
C 1.81 1.64 2.68
C -3.47 2.11 2.00
C -2.78 3.15 2.62
C -3.35 4.36 2.75
C -4.68 4.53 2.51
C -5.42 3.52 1.90
C -4.82 2.28 1.63
C -5.70 1.26 0.84
C -3.81 -2.25 2.54
C -3.60 -2.79 1.06
C -4.32 -3.18 3.45
H -5.29 -4.76 5.25
H -6.17 -3.54 5.90
H -4.69 -3.92 6.70
H -4.37 -1.35 6.28
H -3.37 0.69 5.98
H -3.75 1.50 4.45
H -2.13 0.86 4.88
H 0.50 4.22 0.83
H 2.39 5.31 1.54
H 4.30 4.00 2.70
H 3.72 1.67 3.49
H 1.58 0.66 3.08
H -1.76 3.03 2.96
H -2.72 5.18 3.19
H -5.10 5.49 2.68
H -6.53 3.61 1.78
H -6.78 1.49 0.87
H -5.75 0.22 1.25
H -5.43 1.32 -0.25
H -2.53 -2.70 0.82
H -4.17 -2.30 0.28
H -3.90 -3.83 1.13
H -4.66 -4.17 3.09
```



Entry 3:
ORCA calculation (ωB97M-V/def2-TZVPD) on C43H48Br2InN7O14PS as an isolated structure.

## Properties
* DFT total energy: -9181.1871 Ha
* spin multiplicity: 1
* charge: -1
* frontier orbital gap: 4.93 eV

```
117
C43H48Br2InN7O14PS | the Open Molecules 2025 dataset | ωB97M-V/def2-TZVPD
C 3.26 -3.08 -3.24
C 1.76 -3.36 -3.13
C 0.93 -2.52 -4.11
In -1.12 -3.20 -4.08
P -0.97 -5.76 -4.09
N 0.40 -6.31 -4.71
C -2.45 -2.61 -2.37
Br -4.27 -3.30 -2.68
C -2.59 -1.13 -2.01
C -3.20 -0.24 -3.07
Br -0.78 -0.49 -1.59
S -2.27 -2.60 -6.29
C -3.84 -3.44 -6.43
O -1.46 -3.19 -7.36
O -2.58 -1.17 -6.42
H 3.64 -3.48 -4.18
H 3.46 -2.00 -3.24
H 3.83 -3.54 -2.43
H 1.43 -3.16 -2.10
H 1.59 -4.42 -3.34
H 1.01 -1.46 -3.87
H 1.31 -2.67 -5.13
H -1.21 -6.24 -2.78
H -2.13 -6.30 -4.71
H 0.24 -6.93 -5.49
H -2.12 -3.15 -1.48
H -3.15 -1.01 -1.08
H -4.28 -0.40 -3.10
H -3.03 0.81 -2.83
H -2.79 -0.43 -4.07
H -4.62 -2.82 -5.98
H -4.02 -3.60 -7.49
H -3.76 -4.39 -5.90
C 0.05 3.89 -2.83
C 0.89 4.90 -3.29
C 2.18 5.00 -2.80
C 2.59 4.09 -1.84
C 1.78 3.08 -1.37
C 0.50 2.96 -1.89
N 3.96 4.20 -1.31
O 4.66 5.11 -1.71
O 4.32 3.38 -0.49
H -0.95 3.79 -3.24
H 0.55 5.57 -4.07
H 2.86 5.76 -3.15
H 2.16 2.37 -0.65
H -0.13 2.12 -1.62
C 4.88 3.86 4.25
C 3.98 4.27 5.22
C 2.74 4.78 4.85
C 2.44 4.87 3.50
C 3.32 4.46 2.52
C 4.56 3.95 2.90
N 1.13 5.42 3.11
O 0.40 5.81 4.00
O 0.88 5.48 1.92
H 5.84 3.45 4.54
H 4.23 4.19 6.27
H 2.03 5.12 5.59
H 3.05 4.54 1.48
H 5.25 3.63 2.13
C -0.92 -8.89 2.16
C -1.30 -7.65 2.65
C -1.98 -6.76 1.83
C -2.27 -7.14 0.54
C -1.89 -8.37 0.02
C -1.20 -9.25 0.85
N -3.01 -6.21 -0.34
O -3.29 -5.12 0.12
O -3.28 -6.58 -1.46
H -0.38 -9.58 2.80
H -1.07 -7.38 3.67
H -2.29 -5.79 2.18
H -2.12 -8.61 -1.01
H -0.89 -10.21 0.46
C -2.57 -6.57 9.73
C -2.38 -7.81 9.15
C -1.64 -7.93 7.98
C -1.11 -6.79 7.42
C -1.28 -5.53 7.98
C -2.03 -5.43 9.14
N -0.32 -6.90 6.18
O -0.20 -8.01 5.69
O 0.16 -5.89 5.72
H -3.15 -6.48 10.64
H -2.81 -8.70 9.60
H -1.48 -8.89 7.50
H -0.85 -4.67 7.50
H -2.18 -4.46 9.60
C -2.55 1.73 -8.27
C -2.50 1.84 -6.89
C -2.16 3.04 -6.31
C -1.88 4.11 -7.13
C -1.92 4.03 -8.51
C -2.25 2.82 -9.08
N -1.56 5.40 -6.49
O -1.52 5.39 -5.27
O -1.40 6.38 -7.19
H -2.83 0.78 -8.72
H -2.75 0.99 -6.26
H -2.12 3.15 -5.24
H -1.69 4.90 -9.11
H -2.29 2.73 -10.16
C 2.17 8.54 4.57
C 3.47 8.25 4.96
C 4.02 8.89 6.06
C 3.25 9.81 6.74
C 1.95 10.12 6.37
C 1.41 9.47 5.27
N 3.82 10.49 7.92
O 4.97 10.22 8.22
O 3.12 11.27 8.53
H 1.74 8.04 3.71
H 4.06 7.53 4.41
H 5.03 8.69 6.39
H 1.38 10.84 6.94
H 0.40 9.69 4.96
```